# 1
ORCA calculation (ωB97M-V with the def2-TZVPD basis set) on 2 unconnected molecules or ions with the total composition C4H7N3O2S2 at a distorted geometry.

- highest occupied orbital energy (alpha / beta) (hartree) = -0.317 / -0.317
- F_max (eV/Å) = 3.2
- energy relative to the best compared isomer or geometry (same formula, charge and spin) (kJ/mol) = 539.9
- electronic energy (Ha) = -1267.4886

Each line ends with the Mulliken charge.
Atoms and positions in Å:
C 0.119 0.347 -0.374  -0.29
C 0.686 0.277 0.932  0.33
C -0.894 -0.615 -0.490  0.56
C 1.147 1.032 3.595  -0.77
N 0.086 -0.675 1.532  -0.57
N -0.738 -1.302 0.682  0.00
N -1.789 -0.902 -1.433  -0.39
O -0.470 -0.631 -3.706  -0.60
O 1.788 0.395 -3.882  -0.48
S 1.643 1.445 1.880  -0.09
S 0.435 0.528 -3.427  0.58
H 1.820 0.231 4.021  0.25
H 0.077 0.770 3.592  0.27
H 1.302 1.912 4.222  0.33
H -1.315 -2.123 1.022  0.26
H -1.673 -0.728 -2.494  0.26
H -2.333 -1.665 -1.269  0.20
H 0.109 1.703 -4.404  0.17

Atoms 1-6, force components in eV/Å:
-1.121 -0.009 -0.959
0.937 2.007 -0.734
2.270 0.043 0.179
0.474 -0.874 0.059
-0.227 -1.644 1.749
-2.446 -1.391 -0.409



# 2
ORCA calculation (ωB97M-V with the def2-TZVPD basis set) on C4H7N3S in the gas phase at a distorted geometry.

- highest occupied orbital energy (hartree) = -0.300
- F_max (eV/Å) = 1.4
- energy relative to the best compared isomer or geometry (same formula, charge and spin) (kJ/mol) = 146.8
- electronic energy (Ha) = -719.0467

Each line ends with the Mulliken charge.
Atoms and positions in Å:
H 1.254 1.792 0.634  0.29
N 0.356 2.086 0.237  -0.81
C -0.387 1.085 0.021  0.43
N -1.712 1.262 -0.369  -0.31
S -2.631 -0.207 -0.422  -0.11
C -1.346 -1.141 0.476  -0.71
C -0.094 -0.371 0.142  0.15
C 1.107 -0.920 -0.127  -0.24
N 2.254 -0.237 -0.461  -0.54
H -2.161 2.016 0.068  0.32
H -1.571 -1.132 1.546  0.27
H -1.352 -2.145 0.099  0.41
H 1.234 -1.998 0.011  0.36
H 2.102 0.668 -0.891  0.24
H 2.948 -0.759 -0.966  0.25

Atoms 1-6, force components in eV/Å:
-0.337 0.099 -0.178
0.708 0.406 0.332
-0.284 -0.883 -0.173
0.379 -1.209 -0.563
0.212 0.154 -0.054
-0.026 0.716 0.223



# 3
ORCA calculation (ωB97M-V with the def2-TZVPD basis set) on C4H7N3S in the gas phase at a distorted geometry.

- highest occupied orbital energy (hartree) = -0.332
- F_max (eV/Å) = 2.2
- energy relative to the best compared isomer or geometry (same formula, charge and spin) (kJ/mol) = 238.2
- electronic energy (Ha) = -719.0119

Each line ends with the Mulliken charge.
Atoms and positions in Å:
H -0.857 -2.727 1.136  0.22
N -0.864 -2.048 0.377  -0.61
C -1.679 -1.113 0.753  0.01
N -2.080 -0.092 -0.029  -0.56
C -1.333 0.601 -0.833  0.09
N -0.005 0.784 -0.872  -0.13
C 0.969 0.188 0.020  -0.24
C 2.215 1.058 0.030  -0.43
S 3.722 0.526 0.179  -0.20
H -2.250 -1.087 1.697  0.35
H -1.889 1.193 -1.564  0.35
H 0.354 1.234 -1.709  0.27
H 1.140 -0.924 -0.166  0.35
H 0.484 0.235 1.045  0.25
H 2.074 2.171 -0.066  0.29

Atoms 1-6, force components in eV/Å:
0.226 -0.209 -0.104
-0.992 0.692 0.806
0.459 -1.114 0.314
0.623 1.534 -1.409
-1.405 -0.535 0.469
0.471 -0.083 -0.620